1.
# C2H10N3

2 unconnected molecules or ions with the total composition C2H10N3 in a non-equilibrium geometry (ωB97M-V/def2-TZVPD, OMol25).

Atoms and positions in Å:
C  -1.179  1.387  -1.077
N  -1.086  1.517  0.408
H  -0.334  1.859  -1.608
H  -2.227  1.886  -1.314
H  -1.285  0.347  -1.299
H  -1.114  2.371  0.870
H  -1.863  1.002  0.770
H  -0.313  0.078  0.874
N  0.992  -1.418  -0.915
C  1.207  -1.219  0.434
N  0.381  -0.584  1.221
H  1.531  -2.250  -1.181
H  0.952  -0.578  -1.487
H  1.978  -1.845  0.998
H  0.506  -0.483  2.245

Output
**Orbital gap**: 9.7 eV
**Net charge**: +1
**Multiplicity**: 1

Atom charges from the Mulliken analysis, given in e for atoms 1 to 6:
1. C -0.78
2. N -0.65
3. H 0.28
4. H 0.31
5. H 0.32
6. H 0.19



2.
# C2H10N3

A molecular structure, C2H10N3 in a non-equilibrium geometry (ωB97M-V/def2-TZVPD, OMol25).

Atoms and positions in Å:
C  -0.089  -1.793  0.298
N  -0.538  1.013  0.793
C  -1.565  0.143  0.371
N  -1.361  -1.105  0.140
H  0.133  -2.367  -0.611
H  -0.229  -2.521  1.117
H  0.773  -1.171  0.559
H  -0.828  1.994  0.855
H  -0.107  0.706  1.649
H  -2.438  0.727  0.096
N  1.282  0.929  -1.058
H  2.030  1.619  -1.381
H  0.419  0.963  -0.080
H  0.719  0.744  -1.897
H  1.800  0.120  -0.850

Output
**Orbital gap**: 10.8 eV
**Net charge**: +1
**Multiplicity**: 1

Atom charges from the Mulliken analysis, given in e for atoms 1 to 6:
1. C -0.70
2. N -0.46
3. C 0.08
4. N -0.36
5. H 0.26
6. H 0.31



3.
# C2H10N3O

2 unconnected molecules or ions with the total composition C2H10N3O in a non-equilibrium geometry (ωB97M-V/def2-TZVPD, OMol25).

Atoms and positions in Å:
C  -0.875  0.058  0.324
C  1.388  -0.078  -0.401
N  -1.410  1.242  -0.308
N  2.223  0.813  0.097
N  -1.363  -1.283  -0.102
O  1.598  -1.371  -0.022
H  -0.997  0.061  1.415
H  1.261  0.037  -1.556
H  -0.984  1.276  -1.244
H  -1.032  2.016  0.202
H  2.343  0.803  1.081
H  2.807  1.455  -0.549
H  -0.517  -2.063  0.075
H  -2.201  -1.716  0.379
H  -1.343  -1.313  -1.133
H  2.074  -1.442  0.830

Output
**Orbital gap**: 8.2 eV
**Net charge**: +1
**Multiplicity**: 1

Atom charges from the Mulliken analysis, given in e for atoms 1 to 6:
1. C -0.52
2. C 0.19
3. N -0.58
4. N -0.40
5. N -0.39
6. O -0.51



4.
# C2H10N4

A single C2H10N4 molecule in a non-equilibrium geometry (ωB97M-V/def2-TZVPD, OMol25).

Atoms and positions in Å:
C  1.434  -0.841  -0.753
N  0.733  0.207  0.053
C  0.128  1.267  -0.838
N  -0.391  -0.605  0.880
N  -0.783  0.140  1.979
N  -1.352  -0.790  -0.030
H  0.832  -1.247  -1.540
H  2.242  -0.337  -1.246
H  1.816  -1.471  0.007
H  0.995  1.653  -1.216
H  -0.559  0.780  -1.665
H  -0.313  2.091  -0.411
H  -0.475  1.126  2.087
H  -0.616  -0.310  2.888
H  -1.922  0.021  -0.198
H  -1.769  -1.685  0.004

Output
**Orbital gap**: 9.8 eV
**Multiplicity**: 1

Atom charges from the Mulliken analysis, given in e for atoms 1 to 6:
1. C -0.81
2. N -0.25
3. C -0.99
4. N 0.12
5. N -0.63
6. N -0.35



5.
# C2H10N4

A molecular structure, C2H10N4 in a non-equilibrium geometry (ωB97M-V/def2-TZVPD, OMol25).

Atoms and positions in Å:
C  0.715  0.005  -0.566
C  -0.632  -0.003  0.063
N  1.363  -1.297  0.747
N  -1.498  -0.996  -0.538
N  -1.157  1.341  0.247
N  1.477  1.135  -0.485
H  0.856  -0.611  -1.450
H  -0.181  -0.505  1.052
H  -2.250  -1.250  0.091
H  -2.083  1.510  -0.133
H  2.460  1.036  -0.686
H  1.079  -2.255  0.547
H  1.905  -1.074  1.580
H  -1.899  -0.665  -1.410
H  -1.168  1.616  1.221
H  1.015  2.012  -0.279

Output
**Orbital gap**: 8.4 eV
**Multiplicity**: 1

Atom charges from the Mulliken analysis, given in e for atoms 1 to 6:
1. C -0.15
2. C 0.15
3. N -0.81
4. N -0.59
5. N -0.63
6. N -0.37



6.
# C2H10N4

2 unconnected molecules or ions with the total composition C2H10N4 in a non-equilibrium geometry (ωB97M-V/def2-TZVPD, OMol25).

Atoms and positions in Å:
N  0.528  1.030  -0.547
C  0.903  0.044  0.467
N  2.315  0.136  0.777
N  0.494  -1.284  0.076
H  1.025  0.846  -1.414
H  0.780  1.961  -0.233
H  0.349  0.307  1.378
H  2.869  -0.249  0.017
H  2.528  -0.398  1.611
H  -0.531  -1.261  -0.162
H  1.006  -1.565  -0.759
C  -2.606  -0.292  -0.201
N  -2.289  0.745  -0.859
H  -2.305  -0.494  0.844
H  -3.395  -0.920  -0.605
H  -1.669  1.393  -0.391

Output
**Orbital gap**: 10.3 eV
**Multiplicity**: 1

Atom charges from the Mulliken analysis, given in e for atoms 1 to 6:
1. N -0.54
2. C -0.05
3. N -0.60
4. N -0.63
5. H 0.19
6. H 0.22



7.
# C2H10N4

2 unconnected molecules or ions with the total composition C2H10N4 in a non-equilibrium geometry (ωB97M-V/def2-TZVPD, OMol25).

Atoms and positions in Å:
C  -0.313  -0.997  -0.978
C  1.412  0.894  0.578
N  -1.013  -0.331  -1.822
N  0.126  -2.183  -0.865
N  0.237  0.196  0.932
N  -0.765  1.027  1.512
H  2.070  0.227  0.020
H  1.954  1.148  1.503
H  1.263  1.827  0.024
H  -1.450  -0.766  -2.644
H  -1.125  0.678  -1.781
H  0.064  -2.875  -1.621
H  0.582  -2.512  -0.018
H  -0.514  1.116  2.522
H  -1.684  0.554  1.498
H  -0.845  1.997  1.139

Output
**Orbital gap (alpha / beta)**: 8.6 / 9.5 eV
**Net charge**: +2
**Multiplicity**: 1

Atom charges from the Mulliken analysis, given in e for atoms 1 to 6:
1. C 0.63
2. C -0.86
3. N -0.29
4. N -0.29
5. N -0.29
6. N -0.26



8.
# C2H10N4O

2 unconnected molecules or ions with the total composition C2H10N4O in a non-equilibrium geometry (ωB97M-V/def2-TZVPD, OMol25).

Atoms and positions in Å:
C  -0.676  -1.960  0.822
C  -0.968  -0.539  1.194
N  -1.462  0.389  0.414
N  -2.028  -0.057  -0.747
H  -1.437  -2.605  1.269
H  -0.657  -2.134  -0.255
H  0.307  -2.229  1.216
H  -0.543  -0.181  2.142
H  -1.351  0.051  -1.507
H  -2.795  0.572  -0.996
N  2.020  1.829  0.347
N  1.286  0.809  -0.291
O  1.573  0.839  -1.713
H  1.856  2.734  -0.100
H  3.023  1.661  0.249
H  0.162  0.931  -0.143
H  1.689  -0.110  -1.903

Output
**Orbital gap**: 9.7 eV
**Multiplicity**: 1

Atom charges from the Mulliken analysis, given in e for atoms 1 to 6:
1. C -0.84
2. C 0.22
3. N -0.57
4. N -0.55
5. H 0.31
6. H 0.29



9.
# C2H10N4O4Si2

A molecular structure, C2H10N4O4Si2 in a non-equilibrium geometry (ωB97M-V/def2-TZVPD, OMol25).

Atoms and positions in Å:
C  0.730  -0.969  -2.849
C  -0.485  -2.169  0.125
N  1.134  -0.357  -1.579
N  0.042  0.423  1.052
N  1.959  0.709  -1.450
N  -0.413  1.521  0.787
O  2.279  1.401  -2.382
O  -0.663  2.191  2.061
O  2.320  0.887  -0.284
O  -0.663  2.073  -0.240
Si  -2.001  1.797  3.048
Si  0.881  -0.781  0.158
H  0.696  -0.200  -3.522
H  1.494  -1.754  -3.205
H  -0.207  -1.409  -2.714
H  -1.004  -2.386  -0.861
H  0.031  -3.176  0.197
H  -1.287  -1.886  0.782
H  -2.288  2.967  3.714
H  -3.039  1.239  2.053
H  -1.598  0.997  4.075
H  2.082  -1.119  1.034

Output
**Orbital gap**: 10.4 eV
**Multiplicity**: 1

Atom charges from the Mulliken analysis, given in e for atoms 1 to 6:
1. C -0.79
2. C -1.14
3. N 0.13
4. N -0.43
5. N 1.05
6. N 1.19



10.
# C2H10N6S

2 unconnected molecules or ions with the total composition C2H10N6S in a non-equilibrium geometry (ωB97M-V/def2-TZVPD, OMol25).

Atoms and positions in Å:
C  -3.827  0.117  -3.948
C  -3.444  -2.172  -3.354
N  -4.313  -1.141  -4.027
N  -3.099  0.372  -2.876
N  -3.500  -2.500  -1.922
N  -2.151  1.285  -2.868
N  -2.390  -1.921  -2.553
N  9.289  2.301  8.759
S  -4.424  1.372  -4.890
H  -3.449  -3.118  -3.979
H  -4.876  -1.532  -4.857
H  -3.339  -3.476  -1.568
H  -3.992  -1.885  -1.423
H  -1.892  1.346  -1.908
H  -1.561  1.486  -3.640
H  10.226  2.614  8.759
H  8.733  2.409  9.737
H  9.178  1.387  8.354
H  8.830  3.054  8.204

Output
**Orbital gap (alpha / beta)**: 6.2 / 6.8 eV
**Net charge**: +2
**Multiplicity**: 1

Atom charges from the Mulliken analysis, given in e for atoms 1 to 6:
1. C 0.07
2. C 0.18
3. N -0.19
4. N 0.04
5. N -0.04
6. N -0.24



11.
# C2H10NO

2 unconnected molecules or ions with the total composition C2H10NO in a non-equilibrium geometry (ωB97M-V/def2-TZVPD, OMol25).

Atoms and positions in Å:
O  2.286  0.906  -0.333
H  2.949  0.346  -0.737
H  0.499  0.218  -0.609
H  2.607  1.806  -0.246
C  -1.432  -0.560  -0.887
N  -0.377  0.184  -0.087
C  -0.251  -0.408  1.313
H  -0.873  -1.328  -1.441
H  -2.224  -0.942  -0.247
H  -1.759  0.164  -1.621
H  -0.629  1.157  0.083
H  -1.258  -0.170  1.636
H  0.510  0.106  1.889
H  -0.048  -1.478  1.286

Output
**Orbital gap**: 13.1 eV
**Net charge**: +1
**Multiplicity**: 1

Atom charges from the Mulliken analysis, given in e for atoms 1 to 6:
1. O -0.63
2. H 0.31
3. H 0.37
4. H 0.30
5. C -0.77
6. N -0.20



12.
# C2H10NO

2 unconnected molecules or ions with the total composition C2H10NO in a non-equilibrium geometry (ωB97M-V/def2-TZVPD, OMol25).

Atoms and positions in Å:
N  -2.174  -0.465  0.770
H  -2.047  0.550  0.660
H  -1.506  -1.006  0.215
H  -3.156  -0.748  0.729
H  -1.874  -0.580  1.749
C  0.522  -0.012  -0.493
O  -0.045  1.082  0.243
C  2.018  0.081  -0.732
H  -0.014  -0.214  -1.426
H  0.473  -0.856  0.224
H  0.635  1.747  0.372
H  2.525  0.201  0.229
H  2.277  0.999  -1.254
H  2.366  -0.779  -1.286

Output
**Orbital gap**: 11.1 eV
**Net charge**: +1
**Multiplicity**: 1

Atom charges from the Mulliken analysis, given in e for atoms 1 to 6:
1. N -0.46
2. H 0.37
3. H 0.31
4. H 0.38
5. H 0.39
6. C -0.07



E_tot list, top to bottom, in eV: -6699.3453, -6699.1402, -8744.2896, -8192.5198, -8193.8230, -8195.6048, -8175.1941, -10239.8228, -32135.3823, -21991.0015, -5767.2102, -5766.7670
Relative energy (zero: lowest compared OMol25 entry of this formula, charge and spin) list, top to bottom, in kJ/mol: 163.4, 183.2, 468.1, 416.4, 290.7, 118.7, 345.8, 511.7, 65.0, 249.1, 45.6, 88.3